Below is a structure of composition C32H28AlN4O2SSi at a distorted geometry, with properties calculated with the ωB97M-V functional and the def2-TZVPD basis.

Computed properties:
Total charge: +1
Relative energy (zero: lowest compared OMol25 entry of this formula, charge and spin) in kJ/mol: 190.2
Frontier orbital gap in eV: 6.633
HOMO level in hartree: -0.390

The geometry in XYZ format:
```
69
Properties=species:S:1:pos:R:3:forces:R:3:nbo_charge:R:1
Al 0.19585 -0.11530 0.81225 -0.033 -0.236 -0.595 1.794
C 4.22505 -1.10915 1.95893 -0.853 0.677 0.979 -0.241
C 2.93739 -1.17393 1.37786 0.793 2.653 0.281 0.123
N 2.05159 -0.13888 1.54133 0.967 -0.472 0.927 -0.581
C 2.36874 0.90885 2.39432 1.892 -2.487 0.328 0.164
C 3.63693 0.94144 3.07668 -0.872 1.769 -0.243 -0.081
C 4.56224 -0.06026 2.81821 1.511 -0.675 -0.339 -0.083
C 3.98132 2.08368 3.93157 -0.865 0.492 0.703 -0.163
C 3.01038 3.00492 4.32332 1.363 -1.575 -1.768 -0.180
C 1.70311 2.88101 3.74052 -1.667 -0.922 -0.584 -0.083
C 0.65822 3.75788 4.13784 -0.726 -0.555 -0.941 -0.095
C -0.56797 3.67865 3.41823 0.886 -0.466 0.467 -0.238
C -0.81761 2.56775 2.59482 1.769 -0.823 -1.258 0.081
N 0.13286 1.63918 2.22619 -0.433 1.354 1.128 -0.509
C 1.35449 1.81586 2.74245 0.373 2.595 2.018 0.241
H 4.89660 -1.92496 1.80682 0.361 -0.280 -0.243 0.245
H 2.78543 -1.91997 0.62127 -0.910 -0.268 0.011 0.262
H 5.61075 0.04430 3.27291 -1.747 -0.415 -0.700 0.246
H 5.02756 2.16279 4.29993 -0.933 -0.106 -0.288 0.237
H 3.25247 3.90410 4.88570 -0.060 -0.387 0.150 0.242
H 0.80238 4.43121 5.01499 -0.088 -0.276 -1.151 0.244
H -1.32696 4.46068 3.46227 0.093 -0.434 0.455 0.251
H -1.73232 2.37646 2.06750 -0.610 0.378 0.241 0.240
O -3.30140 0.47309 2.10451 2.568 -2.208 -0.995 -0.888
S -2.36744 -0.43261 1.35647 -1.032 2.922 -0.585 2.261
O -1.11275 -1.01665 1.99796 -2.354 0.212 0.512 -0.947
N -1.53763 0.29372 0.17285 -0.412 0.106 1.086 -1.070
C -1.76854 1.44274 -0.54438 -2.290 -0.133 -0.204 0.154
C -3.04437 1.96666 -0.86969 2.078 -0.143 0.249 -0.243
C -3.06440 2.94679 -1.88214 -1.668 0.347 0.275 -0.176
C -1.93849 3.50065 -2.37428 0.860 1.210 -0.525 -0.217
C -0.65014 3.11277 -1.88694 0.040 -0.638 -0.407 -0.110
C 0.57203 3.64211 -2.27012 0.494 0.404 -0.028 -0.062
C 1.77322 3.09934 -1.78639 0.800 3.279 -2.015 -0.283
C 1.75599 1.98453 -1.03316 -0.936 -3.619 2.003 0.083
N 0.60314 1.34235 -0.64066 0.705 2.914 -1.086 -0.553
C -0.54770 2.01538 -1.04517 -0.853 -2.249 1.283 0.227
C -3.44745 -1.58684 0.54394 -0.812 -2.379 1.419 -0.320
C -3.85372 -1.58901 -0.79726 1.434 1.266 -0.577 -0.190
C -4.64655 -2.59660 -1.28270 -0.482 -0.973 1.029 -0.189
C -5.06852 -3.65098 -0.44606 0.131 1.586 0.067 -0.170
C -4.82247 -3.61701 0.91644 1.743 0.336 1.375 -0.211
C -3.97428 -2.58987 1.42363 -0.394 1.097 -1.023 -0.151
H -3.97509 1.72197 -0.35585 0.450 -0.503 -0.219 0.248
H -4.07469 3.27899 -2.21138 1.014 -0.092 0.101 0.234
H -1.98747 4.32436 -3.10007 0.033 -0.474 0.289 0.228
H 0.45718 4.48910 -2.93770 0.859 0.120 -0.017 0.233
H 2.76478 3.62365 -2.02193 -1.633 -1.048 0.251 0.252
H 2.67097 1.45185 -0.72209 -0.404 0.563 -0.165 0.215
H -3.51710 -0.83578 -1.53955 -0.039 -0.360 0.875 0.239
H -4.98521 -2.59019 -2.30417 0.127 0.053 -0.209 0.228
H -5.70595 -4.35242 -0.90017 -0.575 -1.151 -0.216 0.224
H -5.07297 -4.40513 1.66502 -0.302 0.658 -1.062 0.240
H -3.82797 -2.39996 2.49846 0.088 -0.718 -0.498 0.231
C 2.96812 -2.69829 -3.15989 -0.027 -0.990 2.556 -1.073
Si 1.12934 -3.13064 -2.79001 0.912 0.634 -1.717 1.600
C 0.88807 -4.93867 -2.83485 -1.225 -0.334 0.191 -1.136
C 0.29399 -2.27055 -4.26689 0.033 0.219 -0.757 -1.106
C 0.53886 -2.49437 -1.19187 -0.082 2.201 3.106 -0.551
C 0.39556 -1.81373 -0.14180 0.797 -1.648 -3.461 -0.514
H 3.67523 -2.93127 -2.28963 -0.917 0.319 -1.069 0.220
H 3.01332 -1.64492 -3.35577 0.298 0.517 -0.418 0.226
H 3.28218 -3.32859 -3.97990 0.100 0.137 -0.470 0.240
H 0.60803 -5.33208 -3.82496 0.529 0.103 0.283 0.251
H -0.04501 -5.04944 -2.21632 1.088 -0.524 -0.167 0.248
H 1.80069 -5.38945 -2.42338 -0.625 -0.418 0.037 0.246
H -0.45950 -2.87830 -4.81441 0.350 0.248 0.547 0.241
H 1.07566 -2.00467 -5.05850 -0.971 -0.165 1.184 0.241
H -0.21806 -1.35838 -3.90517 0.295 -0.226 -0.406 0.234
```
Positions in Å, forces in eV/Å.

---

Below is a cluster of 2 separate species, C3H6S3 in total at a distorted geometry, with properties calculated with the ωB97M-V functional and the def2-TZVPD basis.

Computed properties:
Relative energy (zero: lowest compared OMol25 entry of this formula, charge and spin) in kJ/mol: 475.0
Frontier orbital gap (alpha / beta) in eV: 7.086 / 7.085
HOMO level (alpha / beta) in hartree: -0.337 / -0.337

The geometry in XYZ format:
```
12
Properties=species:S:1:pos:R:3:forces:R:3:nbo_charge:R:1
C 0.00750 -0.27215 -0.37838 -3.637 0.381 -0.254 -0.340
C -1.28430 -0.07284 -0.56711 0.732 -2.326 -1.232 0.048
C 0.67205 0.77428 0.37801 2.803 -0.839 0.925 -0.461
S -2.54974 -2.33386 -1.89786 2.051 2.506 -0.916 -0.260
S 2.21818 1.30163 -0.47210 0.593 0.530 -0.559 -0.038
S 1.01583 0.18992 2.07700 -0.188 -0.524 0.312 -0.010
H 0.40067 -1.17565 -0.69174 1.378 -1.467 -0.438 0.254
H -1.89089 0.75428 -0.30345 -1.074 0.324 -0.149 0.181
H 0.04750 1.61365 0.52002 -0.387 1.178 -0.382 0.245
H -2.97775 -2.37092 -0.70898 -1.004 -0.361 2.294 0.095
H 3.07725 0.20818 -0.58109 -1.358 0.473 0.546 0.155
H 1.26373 1.38349 2.62569 0.092 0.125 -0.147 0.132
```
Positions in Å, forces in eV/Å.

---

Below is the molecule C5H6BrClN2O2S at a distorted geometry, with properties calculated with the ωB97M-V functional and the def2-TZVPD basis.

Computed properties:
Relative energy (zero: lowest compared OMol25 entry of this formula, charge and spin) in kJ/mol: 148.6
Frontier orbital gap in eV: 9.215
HOMO level in hartree: -0.344

The geometry in XYZ format:
```
18
Properties=species:S:1:pos:R:3:forces:R:3:nbo_charge:R:1
C 0.00834 0.18790 0.09226 0.240 -3.765 -1.722 0.048
C -0.58952 -1.06808 -0.63322 0.648 2.497 -1.809 -0.129
C 0.72933 -0.61004 -2.57128 0.360 1.504 0.157 0.228
C 0.49129 1.16164 -1.05619 -2.857 0.074 3.077 -0.267
C -0.34967 -1.33129 -1.92163 0.240 -0.586 0.190 -0.190
N 1.16295 0.48476 -2.11094 0.201 0.049 -1.272 -0.415
N -0.60007 0.34814 3.64914 1.659 3.116 -0.949 -1.007
O -0.88996 0.60892 1.10633 1.296 1.062 -0.070 -0.721
O 1.29769 1.35990 2.35742 1.126 -0.185 -0.518 -0.919
S -0.12415 1.48924 2.43659 -2.072 -1.372 0.677 1.635
Cl 1.41987 -1.26011 -4.03399 0.213 0.208 0.360 0.028
Br -1.14674 -2.72451 -2.94008 -0.284 -0.004 0.613 0.087
H 0.86463 -0.38614 0.53045 0.109 1.261 0.204 0.197
H -1.25880 -1.69153 -0.19867 -2.029 -1.550 1.885 0.218
H -0.48722 1.77404 -1.31744 2.071 -1.092 -0.159 0.215
H 1.13258 1.75929 -0.43280 0.698 1.025 -0.787 0.220
H -0.07956 -0.47395 3.45332 -0.102 -1.264 -0.059 0.389
H -1.58100 0.37182 3.59074 -1.517 -0.976 0.182 0.382
```
Positions in Å, forces in eV/Å.

---

Look up the relative energy (zero: lowest compared OMol25 entry of this formula, charge and spin) of the first one. 190.2 kJ/mol